Entry 1:
Below is a 2-piece molecular cluster, H4N5 overall in a non-equilibrium geometry, with properties calculated with wB97M-V/def2-TZVPD.

Geometry as XYZ:
```
9
Properties=species:S:1:pos:R:3:forces:R:3:mulliken_charge:R:1
N 2.5774 -0.3634 -0.0893 -3.11 3.15 0.13 -0.15
N 1.7826 0.4299 -0.0745 5.81 -2.60 -0.93 0.19
N -0.8786 1.0408 0.0125 0.25 -0.12 0.56 -0.20
N -0.1895 0.0917 0.4939 -2.17 -0.92 0.71 0.22
N -0.3912 -1.1199 0.1248 -0.33 1.18 -0.48 -0.26
H -1.1977 -1.2605 -0.5565 1.75 -0.83 0.90 0.29
H 0.4236 -1.7225 0.4301 -1.88 0.18 -0.71 0.35
H -0.6337 1.9223 0.4663 -0.42 -0.03 -0.55 0.30
H -1.4931 0.9816 -0.8074 0.10 -0.01 0.37 0.26
```
Forces are in eV/Å.

Properties
Kohn-Sham gap	11.3	eV
ΔE to the lowest compared entry with this formula, charge and spin	0.805	eV
calculated total energy	-275.8580	hartree
charge	+1

=====

Entry 2:
Below is a 2-piece molecular cluster, C5H14NS overall, with properties calculated with wB97M-V/def2-TZVPD.

Geometry as XYZ:
```
21
Properties=species:S:1:pos:R:3:forces:R:3:mulliken_charge:R:1
S -0.1198 0.1078 -1.7441 0.49 0.24 0.24 -0.27
N -0.2639 0.0504 1.4752 0.07 -0.36 0.13 -0.13
C 1.5395 2.0536 -2.9084 0.01 -0.13 0.10 -1.12
C -0.9586 -1.2414 1.7019 -0.01 -0.24 0.09 0.89
C 1.1204 1.4816 -1.5694 -0.25 -0.42 -0.23 -0.38
C -0.0816 -2.4263 1.5186 0.11 0.06 0.21 -1.23
C -2.2299 -1.2194 2.0380 -0.09 0.67 -0.05 -1.03
H 0.4871 -2.3729 0.5955 0.05 -0.01 -0.21 0.36
H 0.6725 2.2263 -0.9207 0.04 0.18 0.09 0.39
H 0.5775 0.1219 2.0508 -0.02 0.04 0.03 0.40
H -0.6887 -3.3225 1.5100 -0.04 -0.14 -0.03 0.38
H 0.0095 0.0828 0.4607 -0.23 0.15 -0.12 -0.02
H 1.9465 1.2625 -3.5381 -0.05 0.09 -0.06 0.32
H -0.8813 0.8331 1.6858 0.05 0.09 -0.05 0.37
H -1.1918 0.8987 -1.8321 -0.16 0.04 -0.08 0.20
H 0.6975 2.5210 -3.4110 -0.04 0.00 -0.11 0.32
H -2.8021 -2.1180 2.1828 0.01 -0.18 0.03 0.29
H 2.3105 2.8044 -2.7593 0.09 0.11 -0.01 0.35
H 1.9725 1.0380 -1.0557 0.01 -0.04 0.03 0.37
H -2.7428 -0.2712 2.1728 -0.10 -0.15 0.00 0.22
H 0.6269 -2.5102 2.3466 0.04 -0.01 -0.01 0.34
```
Forces are in eV/Å.

Properties
Kohn-Sham gap	10.1	eV
ΔE to the lowest compared entry with this formula, charge and spin	0.762	eV
calculated total energy	-651.5845	hartree
charge	+1

=====

Entry 3:
Below is an isolated ion of composition C2H2ClO3S and charge -1 in a non-equilibrium geometry, with properties calculated with wB97M-V/def2-TZVPD.

Geometry as XYZ:
```
9
Properties=species:S:1:pos:R:3:forces:R:3:mulliken_charge:R:1
Cl -1.0205 1.6169 1.1621 0.09 0.35 -0.33 -0.24
S 2.0112 -1.5263 1.2504 -1.70 0.17 0.17 0.37
O 2.1878 1.2541 0.5214 -4.21 -4.87 1.98 -0.82
O 1.3307 -0.4079 2.3198 -0.03 0.41 -0.84 -0.34
O 1.0848 -2.6938 1.2120 0.69 0.24 -0.19 -0.60
C 1.1864 0.0912 0.9769 4.95 4.42 -2.54 0.52
C -0.2020 0.1792 0.3939 -0.88 0.38 0.41 -0.42
H -0.8331 -0.5462 0.8322 -0.29 -1.42 0.32 0.22
H -0.4810 0.1797 -0.6953 1.38 0.31 1.03 0.31
```
Forces are in eV/Å.

Properties
Kohn-Sham gap	7.2	eV
ΔE to the lowest compared entry with this formula, charge and spin	2.985	eV
calculated total energy	-1161.4503	hartree
charge	-1

=====

Entry 4:
Below is a 2-piece molecular cluster, C5H13NOSi overall in a non-equilibrium geometry, with properties calculated with wB97M-V/def2-TZVPD.

Geometry as XYZ:
```
21
Properties=species:S:1:pos:R:3:forces:R:3:mulliken_charge:R:1
Si -1.2702 -0.0404 -0.8260 3.17 0.22 2.01 0.38
O -1.8513 -1.5079 -0.5006 -0.21 0.17 -0.53 -0.18
N 1.1297 -0.1204 0.1049 -3.38 -0.13 -1.10 -0.36
C 1.8035 -1.1342 -0.6587 0.14 -0.05 -0.07 -0.90
C -1.8903 -2.2378 0.6895 0.12 -0.32 0.62 -0.56
C 1.7660 1.1587 -0.0284 -0.06 -0.02 -0.08 -0.86
C -1.8061 2.6561 -0.0885 -0.05 -0.20 -0.14 -0.55
C -1.7388 1.3826 0.2840 -0.16 -0.39 -0.31 -0.16
H -1.3896 -0.0163 -2.2666 0.08 0.52 -0.46 -0.10
H -1.6730 2.9521 -1.1156 0.04 0.10 -0.27 0.22
H 2.7078 1.1493 0.5364 0.06 0.11 0.01 0.34
H -2.0076 3.4538 0.6085 0.01 0.11 0.18 0.26
H 1.1243 1.9323 0.3899 0.06 0.15 0.05 0.25
H -2.4068 -1.6844 1.4758 -0.04 -0.04 0.05 0.26
H 1.1944 -2.0394 -0.6891 0.12 -0.09 -0.02 0.23
H -2.4230 -3.1696 0.4946 0.04 0.06 0.07 0.25
H 2.0324 -0.8319 -1.6961 0.02 -0.07 0.01 0.30
H -0.8752 -2.4584 1.0256 -0.04 -0.03 0.06 0.27
H 2.0115 1.4262 -1.0692 0.04 0.08 -0.03 0.30
H -1.8676 1.1546 1.3379 0.02 -0.08 0.03 0.24
H 2.7623 -1.3793 -0.1755 0.02 -0.08 -0.08 0.37
```
Forces are in eV/Å.

Properties
Kohn-Sham gap	7.8	eV
ΔE to the lowest compared entry with this formula, charge and spin	3.776	eV
calculated total energy	-617.7099	hartree
charge	0

=====

Entry 5:
Below is C16H16NO3S2Ti as an isolated structure, with properties calculated with wB97M-V/def2-TZVPD.

Geometry as XYZ:
```
39
Properties=species:S:1:pos:R:3:forces:R:3:mulliken_spin:R:1
Ti -0.2212 -0.2741 0.0171 -0.09 -0.11 0.04 0.86
S 0.3143 -0.5699 -3.2888 0.09 -0.02 -0.07 0.12
S 0.7689 1.7269 0.7370 -0.06 -0.01 -0.03 0.01
O -1.0077 -0.5435 -3.9252 -0.04 0.00 0.01 0.08
O 2.9878 -2.3063 0.9671 -0.03 0.03 0.02 0.00
O 1.0442 -1.2468 0.9424 -0.06 0.02 -0.08 0.00
N 0.3969 -0.4308 -1.8170 -0.02 0.08 -0.01 -0.12
C -2.0419 0.5473 2.9212 -0.01 0.00 0.00 0.00
C -2.6075 0.5274 -0.8561 0.03 0.03 0.00 0.02
C -2.4419 0.9592 0.4604 0.05 -0.02 -0.01 0.04
C 2.3734 -1.2787 0.8287 0.06 0.04 0.06 0.00
C -2.5308 -0.8515 -1.1241 0.04 0.03 0.04 0.01
C -2.2903 -1.7777 -0.1131 -0.01 -0.01 0.01 -0.01
C -2.1260 -1.3052 1.2043 0.04 0.06 0.01 0.03
C -2.2189 0.0558 1.5134 0.02 -0.06 0.01 -0.05
C 5.2395 1.0016 0.0588 0.00 -0.01 0.00 0.00
C -2.8248 1.5091 -1.9695 -0.01 0.00 0.01 0.00
C 3.0625 0.0327 0.5381 0.07 -0.01 -0.02 0.00
C 2.4763 1.3095 0.4615 -0.01 -0.07 0.01 0.00
C 4.6593 2.2613 -0.0128 0.01 0.00 0.00 0.00
C -2.1367 -3.2416 -0.4135 -0.01 0.00 0.00 0.01
C 3.3015 2.4056 0.1866 -0.01 0.02 0.00 0.00
C 4.4413 -0.0886 0.3346 -0.01 0.01 0.00 0.00
H -2.3529 2.4640 -1.7411 0.00 0.00 0.00 0.00
H 6.3016 0.8732 -0.1008 0.00 0.00 0.00 0.00
H -2.0472 -3.4126 -1.4845 0.00 0.00 0.00 0.00
H 5.2648 3.1328 -0.2274 -0.01 0.00 0.00 0.00
H -3.0037 -3.7948 -0.0481 0.00 0.00 0.00 0.00
H -1.2518 -3.6468 0.0785 0.00 0.00 0.00 0.00
H -3.0176 0.7378 3.3724 0.00 0.00 0.00 0.00
H -2.4471 2.0215 0.6747 0.00 0.00 0.00 0.00
H -1.8841 -2.0103 1.9906 0.00 0.00 0.00 0.00
H -1.4674 1.4722 2.9377 0.00 0.00 0.00 0.00
H -3.8943 1.6844 -2.1054 0.00 0.00 0.00 0.00
H -1.5211 -0.1895 3.5302 0.00 0.00 0.00 0.00
H 4.8636 -1.0814 0.3993 0.00 -0.01 0.00 0.00
H 2.8455 3.3852 0.1295 0.01 0.00 0.00 0.00
H -2.5872 -1.1807 -2.1536 0.00 0.00 0.00 0.00
H -2.4194 1.1235 -2.9032 0.00 0.00 0.00 0.00
```
Forces are in eV/Å.

Properties
Kohn-Sham gap (alpha / beta)	7.1 / 7.4	eV
ΔE to the lowest compared entry with this formula, charge and spin	0.223	eV
calculated total energy	-2545.7249	hartree
spin multiplicity	2
charge	0